(1)
C5H12O2 | ωB97M-V with the def2-TZVPD basis set

The geometry in XYZ format:
```
19
Properties=species:S:1:pos:R:3:forces:R:3:mulliken_charge:R:1
C 0.2210 -2.3812 1.7542 -0.1806 0.5425 -2.8038 -0.6418
H -3.3039 1.2850 -2.0731 -0.0011 0.0087 0.0339 0.3054
O -2.4118 2.5114 1.8808 0.2104 0.0795 0.1703 -0.6242
H 0.2088 -2.9908 0.7948 -0.5665 0.7764 1.1021 0.2209
H 0.1451 0.5104 -0.2883 -0.2888 0.2063 0.3273 0.4882
C 1.7905 0.1923 -1.7637 0.3158 0.5947 -0.4872 -1.0744
H 2.5984 -0.5127 -2.0309 -0.8439 -0.5485 0.5321 0.3174
H -1.8510 3.1099 1.3726 -0.2362 -0.1440 -0.0063 0.3113
H 2.4335 1.0900 -1.7685 -0.9942 0.4124 -0.2222 0.2764
H -3.2917 2.5710 1.5013 0.0516 0.0386 -0.1536 0.3054
H -2.0210 0.4732 -2.0890 0.0284 -0.0398 0.0478 0.3102
C 1.6132 -0.8849 0.3827 -0.2616 -0.3406 0.9999 -0.5099
O -2.5637 1.0236 -1.5159 -0.0209 0.0409 -0.0946 -0.6091
H 1.4240 -0.8972 2.5920 -0.7342 0.9349 -0.0366 0.3322
H 1.0208 0.1691 -2.5553 0.6829 0.4281 -0.0421 0.2532
C 0.9945 -1.2741 1.6634 0.0648 -1.7628 1.1074 -0.3762
H 2.5330 -1.4363 0.1703 -0.0610 0.4374 -0.3978 0.2655
C 1.0768 0.0046 -0.4435 1.9984 -1.3403 -0.9383 0.1451
H -0.6165 -2.5633 2.4163 0.8365 -0.3247 0.8617 0.3043
```
Forces are in eV/Å.

SMILES string: C=C/C=C/C.O.O
Energy above the lowest of the compared OMol25 structures with the same formula, charge and spin, eV: 3.0005
Kohn-Sham gap, hartree: 0.35829

=====

(2)
C5H12O2 | ωB97M-V with the def2-TZVPD basis set

The geometry in XYZ format:
```
19
Properties=species:S:1:pos:R:3:forces:R:3:mulliken_charge:R:1
C -1.3193 0.0533 -0.7040 0.0034 -0.0769 0.0291 -0.4887
H -3.0311 1.0366 -1.6161 0.1535 0.0451 0.0731 0.3819
H -1.9116 -0.4096 0.0958 0.0673 0.0522 -0.1104 0.2853
H -0.2607 0.7568 1.6825 0.0519 0.2361 -0.0464 0.4234
H 0.6781 0.8330 -0.9364 -0.0872 -0.0706 0.0941 0.4966
H 0.6233 -1.9872 1.9407 -0.1488 0.0953 -0.0275 0.3066
H -1.4725 1.7406 -2.0717 -0.0649 -0.0714 0.1287 0.3040
O 0.0828 -1.3377 1.4755 0.1318 -0.2919 0.0966 -0.5881
H 2.6462 0.2326 0.1290 -0.0036 -0.1027 0.0376 0.3195
H 0.7003 -1.6628 -0.4792 0.0011 0.1226 0.1611 0.3279
C 2.2876 -0.6745 0.6217 0.0426 -0.0531 0.0084 -1.2860
C 0.8004 -0.9074 0.3174 0.1118 0.0902 -0.3643 0.3675
H -1.2211 -0.6984 -1.4999 0.0052 0.1018 0.1172 0.2781
O 0.0172 1.2878 0.9188 -0.0591 -0.0989 0.2366 -0.5886
C 0.0736 0.3618 -0.1488 0.0359 -0.1466 -0.2640 -0.2941
H -2.1389 2.0478 -0.4604 0.0160 -0.1112 -0.1151 0.2862
C -2.0328 1.2902 -1.2428 -0.0030 0.0563 -0.0095 -1.2117
H 2.9148 -1.5121 0.2877 -0.2037 0.1600 0.0994 0.3378
H 2.4421 -0.5433 1.6978 -0.0501 0.0636 -0.1448 0.3421
```
Forces are in eV/Å.

SMILES string: CC[C@@H](O)[C@@H](C)O
Energy above the lowest of the compared OMol25 structures with the same formula, charge and spin, eV: 0.6364
Kohn-Sham gap, hartree: 0.39750

=====

(3)
C5H12O2 | ωB97M-V with the def2-TZVPD basis set

The geometry in XYZ format:
```
19
Properties=species:S:1:pos:R:3:forces:R:3:mulliken_charge:R:1
H 0.2669 -2.3311 -0.1819 -0.4066 -0.3646 -0.0158 0.2094
H -1.0125 1.5154 -0.0939 0.0711 0.1761 -0.3443 0.2893
H -1.7673 0.5296 -1.4197 0.4084 0.1196 -0.0574 0.3509
H -2.5456 0.7398 0.1068 0.1483 -0.1926 0.1890 0.3900
C -0.7159 -0.6295 1.6650 0.0334 -0.0345 -0.4443 -0.1228
C -0.8128 -0.5759 0.1838 -1.0231 -1.0226 0.1169 1.0353
C 0.0383 -1.4447 2.3975 0.2773 0.3034 0.1962 -0.7720
H 1.1218 1.3965 0.7214 0.0883 -0.0275 -0.0657 0.2930
C -1.5578 0.6078 -0.3533 -0.7025 -0.0601 0.1626 -1.4423
H -1.4474 0.0058 2.1559 0.5843 0.5919 0.2457 0.2814
O 1.0305 1.4739 -2.6770 -0.1655 -0.1247 -0.0606 -0.6547
H 0.5418 -2.3208 2.0071 0.3751 0.3166 -0.2215 0.2337
H 2.2671 0.4564 0.3891 -0.0128 0.0044 0.0055 0.3343
C -0.4262 -1.5992 -0.5786 0.4073 0.4896 0.0185 -0.9604
H -0.7080 -1.6662 -1.6199 0.3081 0.1390 -0.1216 0.2640
H 0.2431 -1.1896 3.4297 -0.5625 -0.4724 0.2342 0.2532
H 0.1124 1.6734 -2.4567 0.2286 -0.0442 -0.0301 0.2971
H 1.4038 1.1222 -1.8539 -0.1338 0.2630 -0.0003 0.3735
O 1.8345 1.2619 0.0849 0.0766 -0.0606 0.1931 -0.6529
```
Forces are in eV/Å.

SMILES string: C=CC(=C)C.O.O
Energy above the lowest of the compared OMol25 structures with the same formula, charge and spin, eV: 2.0952
Kohn-Sham gap, hartree: 0.34769

=====

(4)
C5H12O2 | ωB97M-V with the def2-TZVPD basis set

The geometry in XYZ format:
```
19
Properties=species:S:1:pos:R:3:forces:R:3:mulliken_charge:R:1
C -0.1639 0.2639 1.2695 -1.6580 0.0209 -1.3539 -0.4043
C 0.4262 -0.2298 -1.2317 -0.2106 0.0813 -0.0012 -0.6193
H -1.8691 0.3781 2.5541 0.2078 0.1198 0.0329 0.3753
H 2.5065 -0.4338 -1.4931 0.3164 0.0664 0.6913 0.2505
O -2.1140 1.6479 0.9459 0.1391 0.1531 -0.1591 -0.5136
H 0.1138 -0.7754 1.4306 0.3241 0.0322 0.1797 0.2721
H 0.2519 0.9366 1.9885 0.5207 0.0555 0.7100 0.3173
H -2.3780 -0.3894 1.1448 0.6876 -0.2499 -0.7430 0.2982
H 1.2521 -2.1946 -2.6268 0.0115 0.2022 0.0018 0.2900
H -0.4712 -0.8340 -1.4028 0.1082 -0.2883 0.5002 0.3366
H -2.8386 2.0090 1.4617 -0.0001 -0.2049 0.0754 0.2967
C -1.6792 0.3911 1.4705 -0.8442 0.2894 1.2238 -0.6006
C 1.7041 -1.0399 -1.0644 -0.5694 -0.8314 -1.1254 -0.3561
H 1.8570 -1.3658 -0.0414 0.2968 0.4138 0.2107 0.3029
C 0.2679 0.7897 -0.1090 1.2196 -0.7421 0.3765 -0.8436
H 0.5184 0.3230 -2.1572 0.0820 0.2694 -0.3977 0.3672
O 1.7042 -2.2864 -1.7837 -0.1105 -0.0748 0.1303 -0.5530
H 1.2632 1.2133 0.0731 -0.0042 0.1444 -0.3081 0.3459
H -0.3512 1.5962 -0.4286 -0.5171 0.5432 -0.0443 0.4378
```
Forces are in eV/Å.

SMILES string: OCCCCCO
Energy above the lowest of the compared OMol25 structures with the same formula, charge and spin, eV: 1.4625
Kohn-Sham gap, hartree: 0.40303

=====

(5)
C5H12O2 | ωB97M-V with the def2-TZVPD basis set

The geometry in XYZ format:
```
19
Properties=species:S:1:pos:R:3:forces:R:3:mulliken_charge:R:1
H 0.6346 -1.6553 -1.7995 0.1240 -0.0279 0.1041 0.2507
H -0.0634 2.5340 -0.5529 -0.0127 -0.1284 0.1271 0.3950
H -1.3094 2.0899 0.6087 0.1645 -0.0935 -0.0687 0.3813
O -0.5676 -0.6296 0.6120 0.0609 -0.0411 -0.0794 -0.3628
C -0.1840 0.4126 -0.2809 0.0694 0.1493 -0.2617 0.5332
H -0.8574 0.3231 -1.1492 0.1004 0.0991 -0.0392 0.2258
H 0.7440 -2.0608 0.5162 0.1457 -0.0595 -0.0196 0.3969
H 1.4907 0.7592 -1.5556 -0.0022 -0.1089 0.0763 0.3601
C 1.2442 0.1019 -0.7124 0.0196 0.0218 -0.0194 -0.8143
H 1.9395 0.3401 0.1041 -0.1280 -0.0288 -0.0911 0.3295
C -0.3008 1.8410 0.2630 0.0007 -0.0237 0.0337 -1.3724
H -1.5293 0.1723 2.1635 -0.6662 0.0855 0.2051 0.3089
H -2.5225 0.1144 0.6480 0.2123 -0.0393 0.1471 0.3307
H 2.3896 -1.4620 -1.6597 -0.1011 0.0184 0.0243 0.3533
C -1.7869 -0.4102 1.2781 -0.0458 -0.0064 0.1417 -0.8826
H 0.4051 2.0376 1.0783 -0.0992 -0.1556 -0.0847 0.3559
C 1.4475 -1.3594 -1.1137 0.0722 0.2260 -0.3887 -0.4632
O 1.5379 -2.2318 -0.0119 -0.1652 -0.0653 0.1572 -0.5693
H -2.2238 -1.3763 1.5550 0.2507 0.1784 0.0359 0.2433
```
Forces are in eV/Å.

SMILES string: CO[C@@H](C)CCO
Energy above the lowest of the compared OMol25 structures with the same formula, charge and spin, eV: 1.1755
Kohn-Sham gap, hartree: 0.39652

=====

(6)
C5H12O2 | ωB97M-V with the def2-TZVPD basis set

The geometry in XYZ format:
```
19
Properties=species:S:1:pos:R:3:forces:R:3:mulliken_charge:R:1
C 1.9479 -2.8256 -0.4037 -0.2985 0.3323 0.1992 -0.2577
C -1.3173 -0.5514 1.4036 -0.1641 -0.0082 0.1372 -0.8176
H 2.3066 -1.9195 0.1778 0.0066 -0.2551 -0.1390 0.1362
H -1.5801 0.3364 1.9898 0.0347 -0.1409 -0.0841 0.3056
H -2.1601 -0.8144 0.7484 0.1143 0.0355 0.0741 0.3525
O 0.6490 -2.6974 -0.4694 0.2073 -0.0940 0.0414 -0.2981
H -0.0058 2.3448 0.7639 -0.0788 -0.0475 -0.0960 0.3358
C -0.6994 1.9514 0.0126 -0.0249 0.0367 0.0310 -1.4847
H 1.3769 -0.3660 -1.5352 -0.0462 0.1949 0.0651 0.3020
H -0.7032 2.6310 -0.8457 0.0052 -0.0991 0.1284 0.4242
C -0.2545 0.5680 -0.4424 0.0000 0.1588 -0.1566 0.7219
H 1.8734 0.8917 -0.3809 -0.1186 -0.0160 -0.1130 0.3203
H 1.1129 1.3415 -1.9248 -0.0201 -0.1041 0.1126 0.4163
H -1.1209 -1.3786 2.0890 -0.0516 0.0999 -0.0974 0.2839
H 0.3091 -1.8784 -0.0217 0.1211 -0.0351 -0.0318 0.5242
C 1.1095 0.6076 -1.1132 0.0260 -0.0243 -0.0364 -1.3385
H -1.0041 0.1574 -1.1393 0.0840 0.0418 0.0881 0.2182
H -1.7096 1.9473 0.4329 0.1507 0.0034 -0.0623 0.3962
O -0.1303 -0.3459 0.6584 0.0529 -0.0788 -0.0605 -0.5408
```
Forces are in eV/Å.

Energy above the lowest of the compared OMol25 structures with the same formula, charge and spin, eV: 3.9180
Kohn-Sham gap, hartree: 0.32946

=====

(7)
C5H12O2 | ωB97M-V with the def2-TZVPD basis set

The geometry in XYZ format:
```
19
Properties=species:S:1:pos:R:3:forces:R:3:mulliken_charge:R:1
H -1.7503 0.6373 1.8523 0.1364 -0.0612 -0.1677 0.3317
H 2.1121 -0.8419 -1.6519 -0.1054 0.0960 0.2524 0.3301
H 3.3789 0.2704 -1.0714 -0.2058 -0.0995 -0.0871 0.2400
C -0.7091 -0.1221 0.0808 0.0587 0.0811 -0.1137 0.8504
O 1.6167 0.4656 -0.0567 0.2290 0.0003 0.1574 -0.3758
O -0.3173 1.9646 1.3371 0.0637 0.1422 -0.1179 -0.5384
C 0.7188 -0.4776 0.5380 -0.0860 -0.0856 -0.0082 -0.6554
H 2.0356 0.8885 -2.0513 -0.0608 -0.1737 0.2599 0.2651
C -1.7231 -1.2556 -0.1123 0.0118 -0.0398 0.0202 -1.5417
H -1.2772 -2.1032 -0.6443 -0.0082 0.1205 0.0866 0.3947
H -2.1706 -1.6369 0.8138 0.2368 0.1391 -0.0406 0.3443
H -2.0910 1.5084 0.3529 0.0949 -0.0311 0.1225 0.2885
C -1.2884 1.0237 0.9323 -0.2478 -0.2866 -0.1434 -0.6824
H 0.9970 -1.5186 0.3070 -0.0420 0.2787 -0.1780 0.3934
H -2.5443 -0.8873 -0.7376 0.0521 -0.0768 0.1406 0.3750
H 0.3908 1.9647 0.6784 0.0182 0.0381 0.0854 0.3797
C 2.3021 0.1670 -1.2631 0.1042 0.0273 -0.0716 -0.7322
H -0.5288 0.2848 -0.9208 -0.1150 0.0548 -0.0399 0.1162
H 0.8482 -0.3317 1.6169 -0.1347 -0.1239 -0.1569 0.2169
```
Forces are in eV/Å.

SMILES string: COC[C@@H](C)CO
Energy above the lowest of the compared OMol25 structures with the same formula, charge and spin, eV: 1.5534
Kohn-Sham gap, hartree: 0.39319

=====

(8)
C5H12O2 | ωB97M-V with the def2-TZVPD basis set

The geometry in XYZ format:
```
19
Properties=species:S:1:pos:R:3:forces:R:3:mulliken_charge:R:1
H 1.9541 -0.6035 -1.0550 -0.0318 0.0114 0.0353 0.3631
H 0.0519 -1.9511 -0.1235 -0.1309 0.0655 -0.0829 0.2996
H -2.7789 -2.2409 1.2391 -0.0455 -0.1013 -0.1198 0.2321
C -0.4140 -1.2212 0.5204 2.1425 2.5032 -0.8772 -0.1703
H 0.8337 2.2715 -1.3681 -0.0005 -0.1552 0.0762 0.4217
H 2.2518 -0.5006 0.6856 -0.0480 -0.0294 -0.0194 0.4049
H -1.9919 0.1691 0.8288 0.1918 0.1326 0.0282 0.2432
C -1.4884 -0.4660 0.1123 -1.8201 -2.0969 0.4331 -0.3155
H -0.1315 -1.2200 1.5643 -0.1389 -0.0843 -0.0176 0.2604
H -0.8657 1.9362 -1.0351 -0.0146 0.0226 0.0435 0.4060
C 1.9213 0.0600 -0.1910 0.0668 0.2587 0.0704 -1.5616
H 0.0420 0.8530 -2.0914 0.0479 -0.0008 -0.0290 0.3705
H 2.6424 0.8702 -0.3609 -0.0058 0.0066 -0.0278 0.4511
H -1.8338 -0.3612 -0.9050 0.3627 -0.2062 -0.0931 0.2751
O -2.2794 -2.3001 0.4122 -0.6181 0.9735 0.0087 -0.7742
C 0.1048 1.4696 -1.1953 -0.3034 -0.2507 0.0313 -1.6660
C 0.5346 0.6446 -0.0028 0.3235 -1.0815 0.6516 0.9181
H 1.0377 1.1575 1.8210 -0.0357 -0.1037 -0.1021 0.3613
O 0.4094 1.4331 1.1441 0.0580 0.1360 -0.0092 -0.5192
```
Forces are in eV/Å.

Energy above the lowest of the compared OMol25 structures with the same formula, charge and spin, eV: 5.3325
Kohn-Sham gap (spin up / spin down), hartree: 0.28971 / 0.28974

=====

(9)
C5H12O2 | ωB97M-V with the def2-TZVPD basis set

The geometry in XYZ format:
```
19
Properties=species:S:1:pos:R:3:forces:R:3:mulliken_charge:R:1
C -2.4894 -1.6939 1.7896 0.6439 -4.2521 -0.7150 -0.2583
C -2.0201 -2.9113 1.3388 -1.4393 0.1601 1.6205 -0.7165
H 0.5918 -0.2636 -0.7331 -1.0108 -0.0467 0.8309 0.2251
H 0.2535 0.3239 1.7001 0.7530 0.4170 -0.2283 0.3199
H -2.7235 -3.7990 1.4088 0.8991 1.2130 -0.0827 0.2384
H 1.7538 1.3388 -5.6133 0.0678 -1.6011 0.6121 0.3094
H -1.0267 -1.0441 -0.7295 -1.5822 -1.1013 -0.7297 0.3631
H -2.1618 0.4167 2.1529 -0.2152 -0.5612 -0.1989 0.3203
C -0.3415 -0.5235 -0.1592 2.8663 1.5288 0.6314 -0.7683
O 2.1014 1.8848 -6.3007 -0.4540 1.0152 0.1478 -0.6244
H 1.6102 2.6630 -6.0003 0.3865 0.5860 -0.7562 0.3150
H -0.9626 -3.2090 1.2812 -0.4400 0.6798 -0.9492 0.2826
C -0.4775 -0.2039 1.1281 -0.1224 -1.0212 -1.1296 -0.2421
O 3.9778 3.0639 0.3581 0.6849 -0.6595 -1.7135 -0.6456
H -3.3693 -1.8519 2.4230 -0.3952 0.9216 -0.8648 0.3119
H 4.4953 3.6588 -0.2338 -0.8443 -0.3003 1.3966 0.3267
H -1.2537 -0.7454 3.0341 0.0782 0.4230 -0.7540 0.2386
C -1.6270 -0.5446 1.9856 -0.0324 1.6413 2.5678 -0.3146
H 3.6695 3.4401 1.1694 0.1560 0.9575 0.3149 0.3189
```
Forces are in eV/Å.

SMILES string: C=CCC=C.O.O
Energy above the lowest of the compared OMol25 structures with the same formula, charge and spin, eV: 3.3441
Kohn-Sham gap, hartree: 0.35130

=====

(10)
C5H12O2 | ωB97M-V with the def2-TZVPD basis set

The geometry in XYZ format:
```
19
Properties=species:S:1:pos:R:3:forces:R:3:mulliken_charge:R:1
H 0.0248 -1.6071 1.0051 0.0238 0.0700 0.0064 0.3280
H 1.6056 0.5221 -2.1215 0.0907 0.0389 0.1164 0.2788
H 1.7501 -1.2523 -0.3923 -0.0007 0.1182 0.0488 0.3054
H -1.9803 -0.7628 2.2169 0.0896 0.1220 -0.1356 0.3454
H 3.2882 0.3625 -1.5749 -0.1619 0.0427 0.0643 0.3848
H 2.2857 1.7129 -0.9929 0.0158 -0.1552 -0.0370 0.2906
C -1.5658 -0.2274 1.3525 0.1574 0.0422 0.2648 -0.5373
C 1.8115 -0.1922 -0.0974 0.2363 -0.0625 -0.0624 -0.2556
H 2.5260 -0.1263 0.7396 -0.1155 0.0059 -0.0696 0.3073
H 0.3888 -0.3956 2.2593 -0.0846 -0.0045 -0.1062 0.3496
O -2.2947 -0.6679 0.2337 -0.0259 -0.1094 0.0086 -0.3710
H -1.1930 0.2876 -1.2572 -0.2176 -0.0287 0.0228 0.1114
C 2.2777 0.6535 -1.2675 0.0096 0.0041 -0.0050 -1.1765
C -0.0816 -0.5451 1.2721 -0.0918 -0.1700 0.1428 -0.4914
C -2.2195 0.1871 -0.8875 -0.0020 0.1062 -0.2692 -0.4526
H -2.8518 -0.2573 -1.6612 0.0877 0.1034 0.1158 0.2410
H -1.7110 0.8516 1.5159 0.0251 -0.0894 -0.0444 0.3350
O 0.5390 0.2664 0.3019 -0.0561 0.0723 -0.0537 -0.2560
H -2.5997 1.1903 -0.6447 0.0201 -0.1061 -0.0074 0.2632
```
Forces are in eV/Å.

SMILES string: CCOCCOC
Energy above the lowest of the compared OMol25 structures with the same formula, charge and spin, eV: 1.5837
Kohn-Sham gap, hartree: 0.38741

=====

Q: Look up the energy above the lowest of the compared OMol25 structures with the same formula, charge and spin of the fourth one.
A: 1.4625 eV

=====

Q: Among the records above, which one has the lowest energy above the lowest of the compared OMol25 structures with the same formula, charge and spin?
A: number 2